No. 1
DFT (ωB97M-V/def2-TZVPD) results for a cluster of 7 separate species, C14H28Br14 in total.

```
56
Properties=species:S:1:pos:R:3
Br 5.534 2.080 24.815
C 5.103 2.058 22.957
C 5.563 0.751 22.352
Br 5.665 0.960 20.432
H 5.548 2.913 22.461
H 4.028 2.183 22.837
H 4.857 -0.047 22.542
H 6.570 0.501 22.663
Br 16.988 -0.650 17.960
C 15.170 -0.969 17.445
C 14.278 -0.046 18.251
Br 12.436 -0.492 17.866
H 14.926 -2.009 17.624
H 15.086 -0.762 16.384
H 14.435 0.992 17.990
H 14.410 -0.213 19.313
Br 11.361 0.963 25.045
C 10.480 2.276 23.960
C 9.408 1.578 23.165
Br 8.589 2.860 21.965
H 11.230 2.729 23.321
H 10.079 3.026 24.629
H 8.594 1.275 23.817
H 9.786 0.728 22.613
Br 9.424 3.517 15.146
C 9.116 1.686 14.625
C 10.238 0.858 15.129
Br 9.820 -1.017 14.848
H 9.010 1.620 13.551
H 8.200 1.407 15.133
H 10.420 0.994 16.189
H 11.188 1.026 14.629
Br 8.066 -1.910 23.275
C 6.692 -3.105 22.648
C 5.601 -3.188 23.693
Br 4.182 -4.330 23.064
H 7.148 -4.066 22.439
H 6.313 -2.691 21.716
H 5.190 -2.200 23.897
H 5.970 -3.548 24.650
Br 8.881 -3.750 19.834
C 9.046 -2.195 18.720
C 8.502 -0.994 19.446
Br 8.423 0.481 18.191
H 8.477 -2.344 17.805
H 10.082 -2.064 18.427
H 9.130 -0.630 20.251
H 7.505 -1.184 19.829
Br 4.985 -2.693 19.472
C 5.351 -4.437 18.739
C 4.572 -5.462 19.519
Br 5.188 -7.228 19.035
H 6.414 -4.642 18.764
H 5.036 -4.398 17.700
H 3.506 -5.413 19.335
H 4.748 -5.352 20.586
```

Properties
Highest occupied orbital energy = -0.3677 hartree
Kohn-Sham gap = 10.206 eV
SMILES = BrCCBr.BrCCBr.BrCCBr.BrCCBr.BrCCBr.BrCCBr.BrCCBr
Charge = 0

No. 2
DFT (ωB97M-V/def2-TZVPD) results for a cluster of 2 separate species, C10H21NO in total.

```
33
Properties=species:S:1:pos:R:3
C 1.652 0.323 -1.790
C 1.999 -0.167 1.616
C 1.299 2.067 2.464
C -0.739 -1.969 -2.246
C -1.840 -2.012 -0.092
C -1.825 0.765 -1.094
C 1.291 1.118 1.326
C -0.628 -1.454 -0.761
C -0.220 0.793 1.097
C -0.539 0.039 -0.844
N 0.469 0.704 -1.514
O -1.199 1.847 1.314
H 2.491 0.984 -2.276
H 2.124 -0.675 -1.667
H 1.374 -0.947 2.098
H 2.220 -0.662 0.656
H 3.026 0.021 2.185
H 2.306 2.296 2.653
H 0.940 1.526 3.378
H 0.793 2.982 2.304
H -0.643 -1.059 -2.805
H -0.067 -2.758 -2.574
H -1.792 -2.361 -2.415
H -1.871 -1.596 0.856
H -2.717 -1.530 -0.598
H -2.011 -3.158 -0.301
H -1.649 1.648 -1.836
H -2.546 -0.074 -1.557
H -2.272 1.136 -0.222
H 1.673 1.471 0.389
H 0.341 -1.879 -0.325
H -0.504 -0.061 1.780
H -0.934 2.640 0.800
```

Properties
Highest occupied orbital energy = -0.3014 hartree
Kohn-Sham gap = 9.130 eV
Charge = 0

No. 3
DFT (ωB97M-V/def2-TZVPD) results for a structure of composition C30H46BN7O2S3Ti.

```
90
Properties=species:S:1:pos:R:3
Ti 1.914 2.559 -1.684
C 3.908 -2.521 -2.774
C 2.743 -2.238 -1.887
C 1.980 -3.219 -1.346
C 0.894 -2.897 -0.488
N 0.621 -1.663 -0.195
N 1.357 -0.678 -0.739
B 1.029 0.720 -0.181
N -0.387 1.206 -0.415
N -1.240 0.389 -1.048
C -2.469 0.785 -1.212
C -2.928 2.002 -0.654
C -2.062 2.850 -0.041
C -2.460 4.187 0.488
C -0.693 2.466 -0.008
S 0.582 3.514 0.386
C -3.386 -0.151 -1.984
C -2.586 -0.887 -3.063
C -3.980 -1.155 -0.986
C -4.510 0.631 -2.669
N 1.425 0.816 1.299
N 0.467 0.396 2.143
C 0.664 0.492 3.421
C 1.910 0.952 3.931
C 2.883 1.379 3.090
C 4.194 1.903 3.571
C 2.590 1.389 1.682
S 3.578 2.155 0.560
C -0.472 0.060 4.336
C -0.198 -1.370 4.817
C -0.560 0.996 5.546
C -1.805 0.099 3.584
C 2.395 -0.879 -1.576
S 3.279 0.412 -2.211
C -0.027 -3.967 0.083
C -0.613 -3.502 1.416
C -1.153 -4.194 -0.934
C 0.722 -5.284 0.308
H 4.048 -3.594 -2.897
H 3.762 -2.060 -3.752
H 4.817 -2.081 -2.360
H 2.205 -4.255 -1.561
H -3.966 2.282 -0.762
H -3.540 4.317 0.443
H -2.122 4.309 1.518
H -1.977 4.972 -0.096
H -1.754 -1.442 -2.632
H -3.240 -1.588 -3.586
H -2.189 -0.171 -3.784
H -3.188 -1.703 -0.471
H -4.583 -0.646 -0.230
H -4.621 -1.871 -1.505
H -4.101 1.426 -3.294
H -5.082 -0.047 -3.305
H -5.210 1.065 -1.953
H 2.080 0.973 4.999
H 4.279 1.799 4.652
H 5.015 1.373 3.088
H 4.304 2.954 3.296
H 0.745 -1.431 5.366
H -0.998 -1.702 5.483
H -0.149 -2.055 3.971
H 0.308 0.914 6.202
H -0.659 2.038 5.235
H -1.438 0.737 6.141
H -1.796 -0.567 2.722
H -2.609 -0.205 4.256
H -2.017 1.107 3.221
H -1.119 -2.543 1.320
H -1.323 -4.246 1.783
H 0.181 -3.392 2.157
H -1.728 -3.280 -1.083
H -0.752 -4.505 -1.902
H -1.829 -4.976 -0.580
H 1.600 -5.143 0.942
H 0.059 -5.993 0.807
H 1.040 -5.749 -0.627
N 1.917 2.239 -4.120
C 0.564 1.786 -4.436
C -0.411 2.511 -3.508
O -1.612 2.492 -3.693
O 0.197 3.121 -2.539
H 2.096 3.174 -4.467
H 2.624 1.612 -4.483
H 0.494 0.717 -4.211
H 0.260 1.926 -5.475
C 3.290 4.160 -2.148
H 3.829 4.539 -1.274
H 2.658 4.984 -2.508
H 4.037 3.965 -2.927
```

Properties
Multiplicity = 3
Highest occupied orbital energy (alpha / beta) = -0.2483 / -0.2825 hartree
Kohn-Sham gap (alpha / beta) = 6.519 / 6.950 eV
Charge = 0

No. 4
DFT (ωB97M-V/def2-TZVPD) results for a structure of composition C16H12N5O4Pt.

```
38
Properties=species:S:1:pos:R:3
Pt -0.640 0.015 -0.298
C 3.801 -1.359 3.106
C 3.132 -0.179 2.668
C 2.092 -0.283 1.794
C 1.712 -1.565 1.319
C 2.386 -2.753 1.766
C 3.415 -2.639 2.649
N 0.685 -1.619 0.382
N 0.522 -2.758 -0.157
C -0.390 -2.809 -1.165
C -0.581 -4.021 -1.821
C -1.473 -4.064 -2.895
C -2.120 -2.902 -3.255
C -1.882 -1.713 -2.537
N -1.043 -1.669 -1.517
H 4.622 -1.268 3.808
H 3.463 0.783 3.033
H 1.576 0.595 1.428
H 2.063 -3.718 1.403
H 3.940 -3.515 3.005
H -0.031 -4.891 -1.489
H -1.642 -4.987 -3.433
H -2.813 -2.876 -4.086
H -2.383 -0.794 -2.810
O -0.356 5.715 -0.987
C -1.338 5.447 -0.273
O -2.108 6.400 0.124
C -1.708 4.095 0.156
C -2.752 3.643 0.958
N -2.628 2.318 1.037
N -1.570 1.869 0.336
C -1.007 2.937 -0.206
C 0.214 2.721 -1.048
O 0.782 3.694 -1.553
O 0.586 1.512 -1.171
H 0.252 4.793 -1.275
H -3.548 4.169 1.466
H -3.230 1.676 1.539
```

Properties
Multiplicity = 5
Highest occupied orbital energy (alpha / beta) = -0.6985 / -0.7255 hartree
Kohn-Sham gap (alpha / beta) = 7.354 / 6.247 eV
Charge = +3

No. 5
DFT (ωB97M-V/def2-TZVPD) results for a structure of composition CH3MgO2Tl.

```
8
Properties=species:S:1:pos:R:3
O -1.410 0.115 -0.155
C -0.537 -0.944 -0.003
O 0.747 -0.439 0.296
H -0.503 -1.586 -0.912
H -0.826 -1.596 0.851
Tl -0.024 1.433 0.077
Mg 2.571 -0.215 -0.332
H -0.018 3.233 0.178
```

Properties
Highest occupied orbital energy = -0.2282 hartree
Kohn-Sham gap = 5.763 eV
Charge = 0

No. 6
DFT (ωB97M-V/def2-TZVPD) results for an isolated molecule of C14H20N2O3.

```
39
Properties=species:S:1:pos:R:3
C 3.387 -0.515 0.014
C 3.508 0.697 1.277
C 4.304 -0.255 2.491
C 2.138 1.132 1.647
N 1.315 0.351 2.536
C 1.259 1.592 0.389
O 1.657 2.126 -0.710
N -0.090 1.329 0.539
C -0.987 1.619 -0.580
C -0.878 0.621 -1.884
C -1.149 -0.878 -1.566
C -2.366 -1.479 -1.603
C -2.655 -2.781 -1.174
C -1.637 -3.644 -0.736
C -0.425 -3.078 -0.717
C -0.076 -1.674 -1.007
C -2.426 1.437 -0.038
O -2.824 1.184 1.042
O -3.630 1.407 -0.985
H 2.497 -0.122 -0.829
H 2.794 -1.439 0.371
H 4.338 -0.923 -0.406
H 4.166 1.618 0.824
H 3.749 -1.270 2.835
H 4.716 0.395 3.506
H 5.251 -0.722 2.045
H 2.138 2.388 1.939
H 0.497 0.836 2.950
H 1.246 -0.740 2.080
H -0.532 0.546 1.077
H -0.885 2.681 -0.815
H -1.466 1.093 -2.555
H 0.189 0.761 -2.191
H -3.133 -0.914 -1.998
H -3.826 -2.971 -1.004
H -1.940 -4.581 -0.032
H 0.590 -3.496 -0.262
H 1.035 -1.281 -0.905
H -3.602 1.882 -2.012
```

Properties
Highest occupied orbital energy = -0.3313 hartree
Kohn-Sham gap = 9.434 eV
SMILES = CC(C)[C@H](N)C(=O)N[C@@H](Cc1ccccc1)C(=O)O
Charge = 0

No. 7
DFT (ωB97M-V/def2-TZVPD) results for an isolated molecule of C7H11NO.

```
20
Properties=species:S:1:pos:R:3
C 2.069 0.660 -0.283
C 1.104 0.444 0.633
C 1.254 -0.563 1.741
C 0.086 1.513 0.897
N -1.056 1.338 0.398
C -1.091 0.060 -0.368
C -0.924 0.266 -1.849
C -1.744 -0.986 0.164
O -2.209 -2.078 -0.507
H 2.186 1.596 -0.805
H 2.740 -0.123 -0.600
H 2.240 -1.036 1.700
H 1.144 -0.127 2.729
H 0.502 -1.354 1.660
H 0.315 2.422 1.450
H -1.094 1.315 -2.133
H -1.625 -0.318 -2.424
H 0.088 0.010 -2.179
H -1.892 -1.084 1.233
H -2.094 -1.953 -1.455
```

Properties
Highest occupied orbital energy = -0.3007 hartree
Kohn-Sham gap = 8.989 eV
SMILES = C=C(C)/C=N\C(C)=C\O
Charge = 0

No. 8
DFT (ωB97M-V/def2-TZVPD) results for an isolated molecule of C2H4N2O.

```
9
Properties=species:S:1:pos:R:3
H -1.448 -2.128 0.080
N -0.543 -1.526 0.088
C -0.404 -0.288 -0.057
O -1.332 0.728 -0.280
C 0.907 0.208 0.262
N 1.963 -0.206 -0.347
H 2.893 0.028 -0.119
H -2.226 0.246 -0.342
H 1.030 0.937 1.076
```

Properties
Highest occupied orbital energy = -0.3577 hartree
Kohn-Sham gap = 10.376 eV
SMILES = [H]/N=C(O)/C=N/[H]
Charge = 0

Taking the records one at a time from the top gives relative energy (zero: lowest compared OMol25 entry of this formula, charge and spin) values of 0.0; 115.8; 0.0; 8.6; 0.5; 202.1; 67.6; 38.6 kcal per mole.